15
Properties=species:S:1:pos:R:3:lowdin_charge:R:1 method="wB97M-V/def2-TZVPD" smiles=CC(Cl)(Cl)[C@@](C)(O)Cl e_homo_ev=-10.2813 lumo_energy_ev=0.68 spin_multiplicity=1 relative_energy_kj_mol=2.01 orbital_gap_ha=0.4030 charge=0
C 0.90 0.42 1.15 -0.087
H -0.26 -0.61 -1.99 0.032
C 0.05 -0.78 0.80 -0.918
O -0.42 -1.35 1.87 -0.015
H 1.37 0.22 2.11 0.089
Cl 1.00 -2.01 -0.20 0.617
H -0.28 1.06 -1.42 0.064
Cl -2.34 -1.74 -0.35 0.643
H -1.63 0.46 -2.30 0.076
H -1.01 -2.00 1.70 0.019
C -1.33 -0.29 -0.22 -1.132
Cl -2.23 0.91 0.78 0.620
H 1.73 0.60 0.44 0.093
H 0.44 1.35 1.29 0.043
C -0.85 0.19 -1.61 -0.144

=====

19
Properties=species:S:1:pos:R:3:lowdin_charge:R:1 method="wB97M-V/def2-TZVPD" e_homo_ev="-12.6593 / -12.6748" lumo_energy_ev="-6.76 / -5.75" spin_multiplicity=5 relative_energy_kj_mol=802.35 orbital_gap_ha="0.2168 / 0.2544" charge=+1
Cl 12.41 -15.27 0.83 0.736
O 12.08 -14.15 3.88 -0.022
H 12.14 -17.81 2.41 -0.173
H 11.17 -17.22 1.24 -0.126
H 12.31 -12.14 4.12 0.100
H 11.03 -18.30 3.70 0.102
Cl 11.65 -18.96 1.79 0.594
C 12.95 -12.98 3.86 0.017
Cl 10.10 -16.31 -0.75 0.545
H 12.78 -17.86 4.02 0.145
O 13.63 -15.56 2.89 -0.090
C 10.91 -16.24 0.85 -1.445
Cr 12.55 -20.34 0.83 0.714
H 13.75 -13.10 4.59 0.106
H 13.29 -12.78 2.84 0.096
O 11.56 -16.29 3.66 -0.076
Cl 9.76 -15.39 1.90 0.647
C 12.49 -15.34 3.42 -0.649
C 11.87 -17.65 3.45 -0.219

=====

14
Properties=species:S:1:pos:R:3:lowdin_charge:R:1 method="wB97M-V/def2-TZVPD" e_homo_ev="-15.9209 / -18.5801" lumo_energy_ev="-9.93 / -10.43" spin_multiplicity=8 orbital_gap_ha="0.2203 / 0.2994" charge=+2
H 0.40 0.77 -1.54 0.111
C 0.11 0.32 0.58 -0.338
C 0.13 1.29 -0.65 -0.084
H -0.99 -1.01 -0.71 0.113
H -0.85 1.77 -0.86 0.005
H 1.78 -1.68 0.23 0.131
Gd -2.01 2.04 1.08 1.924
H 0.84 2.07 -0.43 0.102
Cl -1.31 -1.72 1.51 0.709
C -0.34 -1.07 0.15 -0.684
H 1.06 0.31 1.07 0.139
F 1.00 -1.88 -1.53 0.068
C 0.83 -1.91 -0.22 -0.077
H -0.66 0.69 1.31 -0.118

=====

14
Properties=species:S:1:pos:R:3:lowdin_charge:R:1 method="wB97M-V/def2-TZVPD" e_homo_ev=-8.7603 lumo_energy_ev=0.61 spin_multiplicity=1 relative_energy_kj_mol=283.23 orbital_gap_ha=0.3444 charge=0
H -3.17 0.06 0.52 0.085
Cl -1.20 1.50 -0.28 0.517
C -2.79 -1.04 0.32 -0.131
H -3.39 -1.10 -0.62 0.102
C -0.53 -0.16 -0.16 -0.469
H -3.17 -1.69 1.01 0.045
F 3.28 0.27 1.24 0.011
H -0.89 -1.93 0.49 0.152
H 2.36 1.39 -1.64 0.046
H 3.77 2.01 0.13 0.127
C 2.30 0.75 -0.79 -0.017
C 3.17 1.03 0.17 -0.262
N -1.37 -1.01 0.32 -0.185
H 1.65 -0.07 -0.73 -0.020

=====

14
Properties=species:S:1:pos:R:3:lowdin_charge:R:1 method="wB97M-V/def2-TZVPD" smiles="CC(C)=NC#N.Cl" e_homo_ev=-9.9909 lumo_energy_ev=0.37 spin_multiplicity=1 relative_energy_kj_mol=124.97 orbital_gap_ha=0.3809 charge=0
H 0.80 1.21 -0.48 0.092
H -0.56 0.20 1.92 0.081
H -1.53 1.55 1.34 0.099
H -2.28 -0.03 1.53 0.085
N -1.86 -0.11 -1.08 0.115
C -3.15 -0.17 -0.99 -0.365
N -4.30 -0.28 -1.06 0.138
H 0.55 -0.15 -1.59 0.065
C -1.36 0.48 1.24 -0.017
Cl 1.90 -3.02 -2.34 0.270
H 1.02 -0.43 0.10 0.083
H 2.65 -2.04 -2.64 -0.249
C -1.01 0.16 -0.18 -0.360
C 0.43 0.19 -0.57 -0.038

=====

14
Properties=species:S:1:pos:R:3:lowdin_charge:R:1 method="wB97M-V/def2-TZVPD" e_homo_ev=-8.8643 lumo_energy_ev=0.53 spin_multiplicity=1 relative_energy_kj_mol=344.68 orbital_gap_ha=0.3453 charge=0
H -1.14 0.60 -0.93 0.077
H -1.60 -1.92 0.87 0.137
H 1.66 2.29 0.59 0.030
H 0.16 2.18 -0.22 0.056
N 0.42 -1.38 0.25 -0.011
H 2.02 -1.21 -1.08 0.126
Cl -3.46 0.27 -0.19 0.532
C 1.20 -0.61 -0.55 -0.378
C -1.00 -1.10 0.31 -0.228
N 1.53 0.59 -0.54 0.013
C 0.88 1.64 0.41 -0.091
C -1.71 -0.13 -0.25 -0.573
H 0.21 1.25 1.27 0.095
H 0.84 -2.46 0.05 0.215

=====

Look up the charge of the second one.
+1

=====

Look up the charge of the first one.
0